(1)
# C5H11N3O

One molecule with the formula C5H11N3O (ωB97M-V/def2-TZVPD, the OMol25 dataset).

Computed properties:
E_LUMO (alpha / beta) = 0.21 / 0.56 eV
multiplicity = 1
HOMO level (alpha / beta) = -6.4 / -6.8 eV
E_tot = -436.380347 a.u.
strongest force on any atom = 0.58 eV/A
ΔE to the lowest compared entry with this formula, charge and spin = 167.3 kcal per mole
orbital gap (alpha / beta) = 6.60 / 7.41 eV

The geometry in XYZ format:
```
20
C5H11N3O ωB97M-V/def2-TZVPD
H -2.23 1.95 1.77
H -1.62 -0.32 -2.16
C -1.91 1.70 0.75
H 0.46 -2.29 -1.26
O -0.12 0.42 -1.11
H -2.78 1.27 0.24
N -0.63 -0.12 -2.32
H 1.67 -0.92 2.10
N 0.39 -1.93 -0.32
N 0.99 -0.18 2.23
H 0.54 -0.14 3.12
C 2.20 -0.38 -0.57
H -0.56 0.63 -3.01
C -0.79 0.77 0.80
C 0.87 -0.60 -0.26
H -0.56 -2.01 0.00
C 0.26 0.10 1.11
H -1.64 2.63 0.25
H 2.87 -1.21 -0.71
H 2.58 0.63 -0.64
```


(2)
# C24H18F5IrN2OS2

C24H18F5IrN2OS2 as an isolated structure (ωB97M-V/def2-TZVPD, the OMol25 dataset).

Computed properties:
E_LUMO (alpha / beta) = -0.83 / -1.44 eV
expectation value of S² = 6.03
multiplicity = 5
HOMO level (alpha / beta) = -7.0 / -8.7 eV
E_tot = -2510.013868 a.u.
strongest force on any atom = 0.68 eV/A
ΔE to the lowest compared entry with this formula, charge and spin = 0.0 kcal per mole
orbital gap (alpha / beta) = 6.21 / 7.27 eV

The geometry in XYZ format:
```
53
C24H18F5IrN2OS2 ωB97M-V/def2-TZVPD
C -0.40 -1.47 1.47
C 0.27 -1.14 -0.83
C -5.44 -0.20 2.57
H 2.87 0.02 0.23
F -0.53 2.37 -4.85
Ir 0.24 -0.47 -3.92
H 4.30 1.37 1.71
H -2.55 1.90 0.75
H 0.10 0.61 1.57
F 3.20 5.07 -3.99
H -5.94 0.15 3.46
H -1.49 0.23 2.26
H 1.51 -3.35 1.17
C 2.68 1.53 -3.49
S 1.30 -1.59 -2.14
C 3.30 2.76 -3.51
H -3.63 -1.43 -0.61
H -1.29 -2.09 1.32
H 4.06 -1.66 4.72
H -2.97 1.22 -0.81
C -4.44 0.57 1.99
C 4.26 -0.06 3.32
C -2.69 0.96 0.20
C 3.93 0.41 2.05
N -1.42 0.24 0.17
C -0.83 -0.24 -0.95
O -0.66 -1.91 -4.43
C 2.61 3.87 -3.97
F 3.42 0.49 -3.04
C 2.99 -2.05 2.90
F 4.56 2.91 -3.08
C 0.74 2.47 -4.39
C -0.80 -0.02 1.46
C 1.38 1.33 -3.92
H -4.17 1.53 2.43
H 0.06 -1.76 2.42
N 0.55 -1.67 0.39
C -5.13 -1.86 0.86
C -3.78 0.14 0.85
C 1.31 3.73 -4.42
C -4.13 -1.09 0.29
C 3.12 -0.35 1.22
H -5.40 -2.81 0.41
C 3.80 -1.29 3.74
C -5.78 -1.42 2.00
C 2.65 -1.59 1.64
H 2.31 -2.61 -0.20
H 4.90 0.54 3.96
H 2.63 -3.02 3.24
H -6.56 -2.02 2.45
C 1.77 -2.39 0.71
S -1.44 0.34 -2.47
F 0.65 4.79 -4.88
```


(3)
# C18H17Cl3F3Si

A 2-piece molecular cluster, C18H17Cl3F3Si overall (ωB97M-V/def2-TZVPD, the OMol25 dataset).

Computed properties:
E_LUMO = -6.30 eV
multiplicity = 1
HOMO level = -12.2 eV
E_tot = -2665.664384 a.u.
strongest force on any atom = 2.19 eV/A
ΔE to the lowest compared entry with this formula, charge and spin = 2.9 kcal per mole
total charge = +1
orbital gap = 5.92 eV

The geometry in XYZ format:
```
42
C18H17Cl3F3Si ωB97M-V/def2-TZVPD
H -1.61 -4.13 3.72
H -2.34 1.09 1.26
Cl 5.63 -0.99 -1.48
C -0.85 -2.41 2.68
C -0.32 3.50 -0.02
H 0.11 -2.41 3.19
H 0.63 0.08 -3.36
C -0.18 0.89 1.03
H 0.97 -0.86 1.47
H 0.73 -3.10 -1.05
C 0.34 -2.16 -1.44
C -0.40 4.87 -0.63
F -1.35 4.93 -1.62
C 2.54 -1.10 -1.05
H -0.70 -2.13 -1.79
Cl 3.63 -2.71 -3.58
C -1.49 2.83 0.31
C -1.43 1.57 0.91
H -4.35 -2.21 0.99
Si 3.83 -1.04 -2.44
Cl 3.60 0.62 -3.59
H 1.84 3.51 0.10
C -3.07 -3.32 2.34
C 0.58 0.15 -2.26
F 0.78 5.26 -1.19
H 2.75 -2.04 -0.52
H -2.47 3.29 0.13
H -3.84 -4.06 2.58
H -0.48 0.27 -1.98
H 1.11 1.07 -1.96
C -3.35 -2.30 1.43
C 0.93 2.94 0.28
C -0.05 -0.48 1.38
H 2.77 -0.26 -0.38
C -1.82 -3.36 2.98
H -2.56 -0.67 0.27
C 0.99 1.66 0.79
C -1.10 -1.39 1.70
C -2.37 -1.39 1.07
C 1.13 -1.08 -1.59
F -0.73 5.84 0.29
H 1.97 1.23 1.02
```


(4)
# C3H5BrO

C3H5BrO as an isolated structure (ωB97M-V/def2-TZVPD, the OMol25 dataset).

Computed properties:
E_LUMO = 0.30 eV
multiplicity = 1
HOMO level = -8.9 eV
E_tot = -2766.397603 a.u.
strongest force on any atom = 1.75 eV/A
ΔE to the lowest compared entry with this formula, charge and spin = 86.9 kcal per mole
orbital gap = 9.17 eV

The geometry in XYZ format:
```
10
C3H5BrO ωB97M-V/def2-TZVPD
C -0.65 2.04 0.12
C -1.16 -0.99 0.67
O -0.15 -0.25 0.57
H 0.79 -2.91 -0.64
H -1.45 2.05 0.84
Br -2.74 -0.47 -0.30
C 0.05 0.94 -0.12
H 0.88 0.86 -0.80
H 0.23 -2.78 -0.11
H -0.45 2.95 -0.41
```


(5)
# H4NO2PS

H4NO2PS as an isolated structure (ωB97M-V/def2-TZVPD, the OMol25 dataset).

Computed properties:
E_LUMO = 0.08 eV
multiplicity = 1
HOMO level = -10.3 eV
E_tot = -947.078836 a.u.
strongest force on any atom = 3.56 eV/A
ΔE to the lowest compared entry with this formula, charge and spin = 118.9 kcal per mole
orbital gap = 10.38 eV

The geometry in XYZ format:
```
9
H4NO2PS ωB97M-V/def2-TZVPD
O 0.61 -0.21 1.54
H 1.91 2.12 -0.42
S -0.25 0.21 0.47
H 2.15 0.17 -0.78
H -1.07 -2.15 0.25
P 1.03 0.80 -1.29
O -1.33 1.18 0.55
H -2.05 -0.92 -0.15
N -1.00 -1.20 -0.17
```


(6)
# C55H83FN7O5Ti

C55H83FN7O5Ti as an isolated structure (ωB97M-V/def2-TZVPD, the OMol25 dataset).

Computed properties:
E_LUMO = -6.58 eV
multiplicity = 1
HOMO level = -13.8 eV
E_tot = -3853.784988 a.u.
strongest force on any atom = 1.40 eV/A
ΔE to the lowest compared entry with this formula, charge and spin = 20.1 kcal per mole
total charge = +3
orbital gap = 7.24 eV

The geometry in XYZ format:
```
152
C55H83FN7O5Ti ωB97M-V/def2-TZVPD
H -2.09 -0.17 6.23
H -3.29 -4.41 -0.95
H -5.16 1.88 3.98
H -2.58 1.53 1.03
C -1.27 -0.89 6.13
H -1.48 5.24 -5.52
H -3.42 1.68 -4.91
C -0.08 1.48 5.12
C 0.60 2.67 4.84
C -1.20 3.04 -3.85
H -4.38 4.34 3.65
H 2.03 5.61 -4.21
H 0.02 -6.17 -9.19
H -2.81 1.02 3.85
C 2.21 3.74 6.39
O -1.88 -1.06 0.46
C 1.63 -2.66 0.83
C 0.48 2.67 -1.72
H -0.09 4.44 7.74
H 3.54 1.22 -0.59
H 1.54 -2.19 1.81
C -1.69 2.29 -2.78
N 1.66 -1.62 -0.21
H 1.88 3.60 3.39
H 0.84 -4.31 -10.46
C -0.57 -2.10 -5.75
H 2.46 2.77 6.80
C 1.92 4.92 -5.04
C -1.31 -4.95 -7.96
H 2.78 -2.86 -1.50
C -1.84 -1.52 3.81
H 0.04 -0.82 -4.17
H 3.05 -0.71 1.05
H -1.22 3.50 6.77
N -3.82 3.52 3.89
O 0.18 -0.26 1.91
H -1.75 3.15 4.10
C -3.42 -5.46 -3.27
C -0.21 0.42 4.22
H -0.15 6.14 -6.24
C -3.33 1.30 2.93
C 1.28 2.67 -0.45
C 2.60 0.64 -0.59
C -2.68 -6.70 -3.69
H 1.03 -3.03 -1.66
H -0.44 6.23 -4.50
C 0.34 0.62 2.94
H -2.62 -4.77 -5.50
C 0.50 4.38 -5.15
H 1.08 5.34 4.39
H 0.76 -2.55 -8.86
H -3.71 3.63 -1.67
C -1.95 -3.56 -3.86
H -3.93 3.24 -4.22
H -3.50 2.21 -0.63
H 0.73 3.99 -7.27
H -2.27 -2.84 -9.25
H -0.50 1.36 6.10
H 2.65 4.11 -4.91
H -0.50 -0.65 6.86
H -2.75 -0.23 -3.34
C 0.47 5.15 5.27
H -1.28 -5.63 -7.10
C 0.76 3.77 5.89
H 0.76 -3.31 0.68
H 0.86 -4.96 -8.18
C -1.33 -3.22 -6.18
H 2.36 4.50 7.16
H -2.81 -1.10 4.07
N -2.65 -4.28 -2.90
H 2.53 -3.28 0.80
H 0.09 2.70 7.67
C -2.39 3.74 3.45
C -1.21 -1.98 -2.09
C -0.04 -5.16 -8.77
H 0.74 3.25 0.30
N -0.02 -4.19 -9.92
C 0.90 3.42 -2.81
C -0.46 5.56 -5.36
O -1.07 1.27 -0.67
H 1.88 3.87 -2.78
C -1.23 -2.42 -3.47
Ti -0.28 -0.10 0.17
H 1.84 -1.60 -2.33
C 1.13 1.74 2.67
H 0.68 5.93 6.00
C -0.79 2.09 -1.72
C -1.40 -2.64 -8.61
H -0.16 -2.12 -10.33
H 2.27 0.57 -1.63
H -3.85 3.45 4.91
H -2.76 -6.60 -1.48
C -4.45 2.28 3.27
H 2.18 5.46 -5.95
H 0.18 -2.86 5.13
C -0.73 -0.94 4.69
H -4.93 2.35 -1.65
H 2.84 0.93 1.80
H 0.81 -2.08 3.68
H -0.58 3.07 -6.53
C -3.38 -6.65 -2.37
C -3.14 1.82 -2.75
H -1.50 -1.62 -8.25
H 1.30 -1.49 5.27
C 0.43 3.45 -6.37
H -1.25 3.58 1.67
F 0.15 -1.43 -6.67
C 1.24 2.76 3.61
H -4.98 2.61 2.38
C -3.26 0.31 -2.54
C -0.17 3.58 7.08
H -1.67 -1.87 6.38
C -3.88 2.16 -4.04
H -4.30 -7.20 -2.25
H -4.35 -5.21 -3.76
H -3.11 -7.29 -4.49
H 2.23 3.18 -0.63
C -3.86 2.55 -1.60
H -3.77 0.39 2.53
C 0.08 3.60 -3.91
C -2.02 -2.73 -1.19
C -2.00 -3.94 -5.21
O -0.48 -1.01 -1.74
C 0.47 -1.90 4.69
O -2.77 -3.03 1.03
H -4.32 0.02 -2.56
H 2.92 3.96 5.58
H -2.18 -5.22 -8.56
H -1.92 -2.59 3.97
C -2.69 -3.84 -1.64
H -0.58 5.24 4.99
H 1.10 2.60 -6.25
C -0.53 -1.69 -4.45
H -4.91 1.80 -3.97
C -2.25 -2.30 0.23
C 2.84 -0.75 -0.02
C 2.10 1.68 1.53
H -1.60 -6.66 -3.68
C -0.13 -2.76 -9.45
N -2.38 1.84 1.97
H 2.65 2.63 1.46
H -2.16 4.80 3.59
H 3.73 -1.20 -0.49
H -2.85 0.00 -1.58
H -0.79 -4.40 -10.56
N -1.40 -3.58 -7.52
H -2.97 3.82 1.38
H -1.67 -1.35 2.75
N 1.56 1.35 0.17
H -1.86 3.22 -4.68
C -2.24 3.29 2.02
C 1.83 -2.31 -1.50
```


(7)
# C4H3N3

One molecule with the formula C4H3N3 (ωB97M-V/def2-TZVPD, the OMol25 dataset).

Computed properties:
E_LUMO (alpha / beta) = -2.30 / -2.30 eV
multiplicity = 1
HOMO level (alpha / beta) = -8.9 / -8.9 eV
E_tot = -318.276606 a.u.
strongest force on any atom = 3.27 eV/A
ΔE to the lowest compared entry with this formula, charge and spin = 130.6 kcal per mole
orbital gap (alpha / beta) = 6.56 / 6.56 eV

The geometry in XYZ format:
```
10
C4H3N3 ωB97M-V/def2-TZVPD
N 1.34 -1.12 -0.07
C 0.41 0.99 0.02
H 0.53 2.13 0.00
C 1.55 0.15 -0.01
N 0.35 -1.80 -0.01
H -0.60 -1.27 -0.01
N -3.18 -0.33 0.18
C -2.10 0.10 0.02
H 2.53 0.66 0.01
C -0.82 0.48 -0.13
```


(8)
# C6H13O2

A 2-piece molecular cluster, C6H13O2 overall (ωB97M-V/def2-TZVPD, the OMol25 dataset).

Computed properties:
E_LUMO = 3.35 eV
multiplicity = 1
HOMO level = -3.8 eV
E_tot = -386.935082 a.u.
strongest force on any atom = 1.85 eV/A
ΔE to the lowest compared entry with this formula, charge and spin = 15.3 kcal per mole
total charge = -1
orbital gap = 7.16 eV

The geometry in XYZ format:
```
21
C6H13O2 ωB97M-V/def2-TZVPD
H 0.87 -0.12 1.96
C -0.07 1.77 1.60
C 0.36 0.60 -3.08
H 0.40 1.65 0.62
H 0.55 0.65 3.38
H -0.95 -1.40 2.86
H -0.29 -2.04 -2.99
C -1.19 -0.37 2.61
C 0.57 -1.86 -2.35
H -0.30 -0.30 -1.20
C 0.54 -0.41 -1.89
H 1.35 -0.06 -1.23
C 0.06 0.47 2.41
H 0.33 2.63 2.12
H -1.12 1.97 1.37
H 1.47 -2.12 -2.92
O -0.55 0.22 -3.87
H 0.55 -2.56 -1.51
H -1.88 -0.30 1.77
H -1.77 -0.02 3.48
O 1.07 1.61 -3.15
```